The following is a DFT calculation (wB97M-V/def2-TZVPD) of C14H30F6Na3O12S2 as an isolated structure.

Net charge: +1
Energy relative to the best compared isomer or geometry (same formula, charge and spin) in kcal/mol: 298.6
Gap between HOMO and LUMO in eV: 3.9798
Molar mass in g/mol: 637.5
E_HOMO in eV: -9.2
E in eV: -90784.4448

```
67
C14H30F6Na3O12S2 (wB97M-V/def2-TZVPD)
H -25.01330 -10.66740 9.70548
O -18.38971 -15.25726 11.24181
H -19.31782 -17.91030 -2.10266
H -21.04635 -10.88922 10.68043
F -24.55435 -18.65827 14.01879
O -22.52965 -10.90429 12.21993
H -14.96418 -12.19858 4.01509
H -14.62447 -11.11831 -2.29250
C -22.11654 -10.79154 10.86277
C -14.07570 -11.73973 1.58942
H -13.02053 -11.48225 1.49759
H -13.53443 -11.28947 4.27564
S -22.68058 -17.55582 15.63889
H -20.23311 -18.87137 0.72261
H -26.58093 -10.36917 10.32013
F -23.35518 -17.03932 13.12942
H -19.22280 -15.75540 2.12719
F -19.56496 -15.90071 8.55418
H -18.70816 -21.76669 -1.24527
O -21.98646 -18.79712 15.42966
H -21.02568 -17.50978 -0.07578
H -14.21284 -12.44177 -0.50898
C -14.73268 -11.83399 0.23161
C -14.54913 -11.19874 3.88802
O -23.45114 -17.58561 16.85174
O -19.11241 -17.25391 0.52885
H -25.83986 -9.24244 9.26840
H -15.71729 -12.22325 0.49068
H -25.70845 -9.88716 12.67015
S -17.67587 -16.24701 10.53999
F -17.88675 -14.57788 8.35038
F -24.85578 -16.54405 14.49157
O -21.80356 -16.37089 15.51188
O -24.93956 -9.08854 11.14740
C -20.10931 -18.09867 -0.03614
H -16.40079 -11.14870 -1.85382
O -16.20162 -16.04118 10.65226
C -19.36364 -20.98930 -0.85269
Na -11.70592 -16.53906 11.01226
H -15.56299 -9.69017 -2.13879
C -15.42868 -10.67966 -1.70179
H -20.41053 -21.27971 -0.76445
O -19.11296 -19.77235 -1.61644
H -19.07978 -17.54178 2.42687
H -24.35774 -8.95651 13.10608
F -17.62137 -16.70354 7.91843
H -22.59766 -9.94814 10.36751
Na -18.68447 -21.55542 13.42774
H -14.96567 -10.51787 4.63032
C -25.62830 -9.87439 10.13094
Na -19.18066 -12.58443 15.33188
C -24.65841 -9.74408 12.41511
C -19.56027 -16.75339 1.84750
H -24.36599 -11.83005 11.71479
H -20.63077 -16.84196 2.03268
H -18.95757 -20.93086 0.15716
O -14.74726 -10.89214 2.58603
O -14.96440 -10.51915 -0.37240
H -24.17469 -11.72660 13.29116
C -19.86760 -18.58431 -1.44573
C -23.97113 -17.47232 14.20849
C -18.17715 -15.86243 8.66697
O -18.13349 -17.60149 10.89468
H -20.82265 -18.75806 -1.94149
C -23.94153 -11.11502 12.41955
H -22.54108 -11.55606 10.21209
H -13.99386 -12.76972 1.93659
```